(1)
{
  "formula": "C5H26O7",
  "method": "wB97M-V/def2-TZVPD",
  "elements": ["C", "C", "C", "C", "C", "H", "H", "H", "H", "H", "H", "H", "H", "H", "H", "H", "H", "H", "H", "O", "H", "H", "O", "H", "H", "O", "H", "H", "O", "H", "H", "O", "H", "H", "O", "H", "H", "O"],
  "xyz": [[-1.951, 3.384, -0.766], [-1.991, 2.165, 0.171], [-0.610, 1.906, 0.587], [0.474, 1.918, -0.562], [1.609, 0.786, -0.293], [-1.534, 4.296, -0.361], [-2.922, 3.653, -1.160], [-1.504, 3.238, -1.716], [-2.484, 1.350, -0.278], [-2.641, 2.344, 1.078], [-0.359, 2.500, 1.483], [-0.421, 0.807, 0.738], [-0.006, 1.411, -1.404], [0.945, 2.910, -0.561], [1.247, 0.017, 0.372], [1.775, 0.235, -1.296], [2.577, 1.274, -0.106], [0.478, -1.800, -0.778], [-0.362, -1.550, -2.002], [0.620, -1.758, -1.837], [1.280, 1.730, 3.859], [1.151, 0.198, 4.222], [1.052, 0.870, 3.438], [1.046, -3.835, -0.864], [0.699, -4.539, -2.212], [0.940, -4.630, -1.268], [-1.177, -1.873, -0.127], [-2.768, -1.286, -0.078], [-1.814, -1.470, -0.609], [4.417, 0.271, 2.073], [2.935, 0.010, 2.505], [3.678, -0.441, 1.914], [2.024, -2.436, 1.308], [0.573, -2.826, 1.585], [1.136, -2.359, 1.035], [-2.973, -1.342, -2.825], [-2.196, -2.755, -2.341], [-2.943, -2.374, -2.924]],
  "nbo_charge": [-0.619, -0.404, -0.408, -0.419, -0.629, 0.203, 0.204, 0.212, 0.193, 0.196, 0.196, 0.205, 0.211, 0.209, 0.203, 0.228, 0.205, 0.467, 0.476, -0.958, 0.478, 0.476, -0.944, 0.474, 0.481, -0.957, 0.468, 0.516, -0.979, 0.471, 0.489, -0.964, 0.505, 0.477, -0.962, 0.476, 0.490, -0.966],
  "e_above_lowest_kj_mol": 253.4,
  "total_energy_ev": -19935.9746,
  "mol_weight_g_mol": 198.3,
  "homo_ha": -0.3669,
  "smiles": "CCCCC.O.O.O.O.O.O.O",
  "gap_ev": 9.850,
  "spin_multiplicity": 1,
  "charge": 0
}

(2)
{
  "formula": "C5H27NO7",
  "method": "wB97M-V/def2-TZVPD",
  "elements": ["C", "C", "C", "C", "C", "N", "H", "H", "H", "H", "H", "H", "H", "H", "H", "H", "H", "H", "H", "H", "H", "O", "H", "H", "O", "H", "H", "O", "H", "H", "O", "H", "H", "O", "H", "H", "O", "H", "H", "O"],
  "xyz": [[0.728, 2.009, -2.168], [1.556, 1.771, -0.902], [0.784, 1.321, 0.349], [1.796, 1.097, 1.477], [-0.035, 0.031, 0.166], [-0.506, 2.772, -2.015], [1.345, 2.515, -2.914], [0.483, 1.044, -2.607], [2.111, 2.686, -0.661], [2.321, 1.008, -1.111], [0.114, 2.116, 0.712], [1.293, 0.876, 2.422], [2.422, 0.220, 1.273], [2.458, 1.952, 1.618], [-0.379, -0.280, 1.153], [-0.906, 0.159, -0.473], [0.587, -0.793, -0.176], [-1.163, 2.253, -1.443], [-0.336, 3.664, -1.563], [-1.319, 0.971, 2.901], [-1.121, 1.222, 4.443], [-0.709, 0.825, 3.671], [2.703, -3.451, -1.198], [1.621, -2.400, -1.546], [2.306, -2.615, -0.893], [-2.603, -1.609, 0.113], [-3.884, -1.452, 0.988], [-3.335, -0.990, 0.356], [-0.523, -1.948, -3.369], [-0.165, -0.733, -2.437], [-0.094, -1.678, -2.526], [0.801, -2.231, 1.895], [1.434, -2.857, 0.622], [0.756, -3.005, 1.316], [-0.712, -2.892, 0.322], [-0.957, -2.483, -1.160], [-1.427, -2.765, -0.351], [-2.807, 0.488, 1.192], [-2.089, 1.823, 0.911], [-2.550, 1.356, 1.616]],
  "nbo_charge": [-0.202, -0.417, -0.228, -0.616, -0.636, -0.829, 0.198, 0.145, 0.202, 0.205, 0.189, 0.245, 0.193, 0.207, 0.229, 0.193, 0.203, 0.345, 0.357, 0.502, 0.470, -0.997, 0.487, 0.502, -0.962, 0.514, 0.477, -0.996, 0.501, 0.497, -0.971, 0.482, 0.501, -0.976, 0.508, 0.490, -1.009, 0.512, 0.463, -0.980],
  "e_above_lowest_kj_mol": 0.0,
  "total_energy_ev": -21446.9525,
  "mol_weight_g_mol": 213.3,
  "homo_ha": -0.3523,
  "smiles": "CC(C)CCN.O.O.O.O.O.O.O",
  "gap_ev": 9.622,
  "spin_multiplicity": 1,
  "charge": 0
}

(3)
{
  "formula": "C5H27NO7S",
  "method": "wB97M-V/def2-TZVPD",
  "elements": ["C", "C", "S", "C", "N", "C", "C", "H", "H", "H", "H", "H", "H", "H", "H", "H", "H", "H", "H", "H", "H", "H", "O", "H", "H", "O", "H", "H", "O", "H", "H", "O", "H", "H", "O", "H", "H", "O", "H", "H", "O"],
  "xyz": [[1.272, 1.110, -0.083], [2.498, 0.904, 0.789], [2.900, 2.274, 1.955], [-0.134, 1.194, 0.524], [-0.908, 0.001, 0.779], [-0.342, -0.970, 1.717], [-0.496, -2.356, 1.125], [1.263, 0.260, -0.781], [1.352, 1.980, -0.740], [2.431, -0.014, 1.367], [3.396, 0.867, 0.181], [2.064, 1.961, 2.931], [-0.243, 1.966, 1.292], [-0.722, 1.803, -0.176], [-1.275, -0.366, -0.083], [0.654, -0.677, 2.010], [-0.885, -0.853, 2.667], [0.124, -2.426, 0.234], [-0.306, -3.161, 1.830], [-1.553, -2.467, 0.876], [1.450, -1.422, -3.450], [1.563, 0.077, -2.927], [1.277, -0.482, -3.662], [-2.674, -0.819, 2.171], [-3.929, 0.003, 2.328], [-3.315, -0.540, 2.836], [0.878, -0.197, 4.347], [2.346, -0.003, 3.615], [1.773, 0.132, 4.372], [-1.062, 2.759, -3.029], [-0.666, 3.604, -1.836], [-0.335, 3.304, -2.694], [-2.242, 0.629, -2.514], [-3.270, 1.816, -2.274], [-2.347, 1.562, -2.322], [1.476, -3.054, -1.723], [0.249, -2.086, -1.961], [0.840, -2.743, -2.368], [-0.624, -0.603, -2.793], [-1.404, -1.887, -2.460], [-1.073, -1.080, -2.069]],
  "nbo_charge": [-0.444, -0.498, -0.070, -0.248, -0.671, -0.229, -0.614, 0.179, 0.237, 0.194, 0.226, 0.137, 0.201, 0.219, 0.388, 0.177, 0.177, 0.193, 0.222, 0.203, 0.503, 0.475, -0.984, 0.472, 0.467, -0.941, 0.488, 0.483, -0.962, 0.490, 0.461, -0.959, 0.493, 0.486, -0.972, 0.481, 0.487, -0.985, 0.516, 0.493, -0.971],
  "e_above_lowest_kj_mol": 195.9,
  "total_energy_ev": -32280.1718,
  "mol_weight_g_mol": 245.3,
  "homo_ha": -0.3253,
  "smiles": "CCNCCCS.O.O.O.O.O.O.O",
  "gap_ev": 8.802,
  "spin_multiplicity": 1,
  "charge": 0
}

(4)
{
  "formula": "C5H27NO8",
  "method": "wB97M-V/def2-TZVPD",
  "elements": ["C", "C", "C", "C", "N", "C", "O", "H", "H", "H", "H", "H", "H", "H", "H", "H", "H", "H", "H", "H", "H", "H", "O", "H", "H", "O", "H", "H", "O", "H", "H", "O", "H", "H", "O", "H", "H", "O", "H", "H", "O"],
  "xyz": [[0.749, -1.507, -1.254], [0.027, -1.832, -2.548], [0.491, -0.793, -3.626], [-1.492, -1.834, -2.467], [1.076, -2.499, -0.282], [0.212, -2.940, 0.784], [0.137, -1.872, 1.710], [1.824, -1.206, -1.495], [0.358, -0.543, -0.827], [0.230, -2.864, -2.983], [1.495, -0.420, -3.532], [-0.284, -0.034, -3.511], [0.397, -1.293, -4.615], [-1.985, -1.104, -1.848], [-2.133, -2.638, -1.943], [-2.106, -2.056, -3.340], [1.540, -3.258, -0.788], [0.614, -3.900, 1.147], [-0.836, -3.097, 0.446], [0.965, -1.745, 2.177], [1.046, 1.477, 4.058], [1.569, 0.712, 2.763], [1.709, 1.454, 3.371], [-1.966, 1.882, -0.639], [-1.518, 0.324, -0.393], [-2.185, 1.004, -0.290], [-2.653, 0.024, 3.169], [-1.938, -1.257, 2.841], [-2.836, -0.907, 3.000], [-1.307, 2.148, 1.627], [-1.059, 2.787, 3.023], [-0.627, 2.309, 2.301], [3.568, 2.146, -0.744], [3.545, 0.648, -0.634], [3.229, 1.434, -0.166], [1.610, 1.950, -0.077], [0.451, 2.264, 0.827], [0.836, 2.556, -0.018], [-0.274, 2.803, -1.730], [-1.184, 3.902, -1.258], [-1.189, 3.109, -1.815]],
  "nbo_charge": [-0.213, -0.256, -0.604, -0.672, -0.661, 0.094, -0.745, 0.182, 0.196, 0.198, 0.204, 0.219, 0.213, 0.225, 0.225, 0.231, 0.364, 0.166, 0.159, 0.472, 0.471, 0.471, -0.941, 0.504, 0.474, -0.995, 0.462, 0.480, -0.943, 0.495, 0.483, -0.971, 0.484, 0.480, -0.933, 0.489, 0.492, -1.018, 0.502, 0.474, -0.959],
  "e_above_lowest_kj_mol": 247.0,
  "total_energy_ev": -23491.5547,
  "mol_weight_g_mol": 229.3,
  "homo_ha": -0.3362,
  "smiles": "CC(C)CNCO.O.O.O.O.O.O.O",
  "gap_ev": 9.311,
  "spin_multiplicity": 1,
  "charge": 0
}